(1)
The following is a DFT calculation (the ωB97M-V functional and the def2-TZVPD basis) of a single C20H25N3O4S molecule.

Computed properties:
SMILES   CCCCCN(C(=O)NC(=O)Nc1ccccc1C)S(=O)(=O)c1ccccc1
ΔE to the lowest compared entry with this formula, charge and spin   26.7 kcal per mole
Spin multiplicity   1
Total energy   -44642.9069 eV

Structure (XYZ):
```
53
Properties=species:S:1:pos:R:3:forces:R:3
C -6.208457 -3.337207 -0.567775 0.127 -0.124 0.184
C -5.461672 -3.498772 0.750946 -0.110 0.219 0.031
C -4.802085 -2.205544 1.231460 0.206 -0.244 -0.180
C -3.658155 -1.748358 0.329392 -0.108 0.213 0.295
C -2.964582 -0.516157 0.906529 -0.445 -0.266 0.163
N -1.932490 -0.032173 0.002701 -0.438 0.911 -0.404
C -0.676649 -0.587944 0.091143 0.727 -0.144 -0.216
O -0.357056 -1.330685 1.000824 -0.216 -0.171 0.241
N 0.161547 -0.212987 -0.919967 0.152 -0.022 -0.287
C 1.579252 -0.263020 -0.935836 -0.432 0.094 0.149
O 2.171948 0.445192 -1.715107 0.168 0.183 -0.254
N 2.107660 -1.117928 -0.043638 -0.083 -0.423 0.432
C 3.484826 -1.265219 0.235161 0.392 0.126 -0.001
C 3.887963 -1.145983 1.561044 -0.056 0.012 -0.077
C 5.217156 -1.289676 1.907360 0.022 -0.038 0.042
C 6.153651 -1.555454 0.922803 0.062 0.001 0.046
C 5.747246 -1.700428 -0.390362 -0.023 0.035 0.058
C 4.413542 -1.573212 -0.761917 -0.083 0.010 0.034
C 3.998798 -1.795979 -2.180002 0.017 0.130 -0.105
S -2.142926 1.463331 -0.788411 0.112 -0.037 0.285
O -1.814095 1.292215 -2.174200 0.231 0.065 0.018
O -3.449623 1.925940 -0.449810 0.016 -0.037 0.267
C -0.889187 2.454489 0.012148 -0.356 -0.170 -0.350
C 0.210104 2.899670 -0.695978 -0.016 0.043 -0.166
C 1.202557 3.596165 -0.024980 -0.047 -0.003 0.013
C 1.079577 3.838456 1.333775 0.020 0.017 -0.052
C -0.037266 3.398723 2.028981 -0.114 -0.076 -0.006
C -1.030350 2.698476 1.365077 -0.044 0.043 0.177
H -6.730099 -4.257577 -0.820174 -0.066 -0.040 -0.101
H -6.941538 -2.537209 -0.493609 -0.109 0.099 -0.047
H -5.524347 -3.103574 -1.378725 0.018 0.039 -0.156
H -6.166565 -3.831953 1.516155 0.050 -0.081 0.016
H -4.699224 -4.273310 0.645068 0.014 -0.071 0.077
H -5.554081 -1.415534 1.286369 -0.057 0.067 0.082
H -4.410876 -2.364337 2.239294 -0.024 0.067 0.076
H -4.034233 -1.495705 -0.662546 0.027 -0.029 -0.075
H -2.925221 -2.551147 0.226453 0.027 -0.045 -0.072
H -2.503379 -0.752336 1.870158 -0.063 0.113 -0.114
H -3.681029 0.296749 1.024065 0.005 -0.141 0.138
H -0.243864 0.323548 -1.683038 0.303 -0.193 0.031
H 1.454284 -1.486985 0.646997 0.027 0.035 -0.242
H 3.144463 -0.936222 2.316855 -0.071 0.064 0.068
H 5.520213 -1.191565 2.938871 0.016 0.010 0.086
H 7.196600 -1.663139 1.180418 0.091 -0.011 0.018
H 6.478400 -1.931679 -1.151513 0.051 -0.031 -0.091
H 3.736086 -0.847595 -2.647274 0.002 -0.072 -0.071
H 4.803095 -2.258903 -2.745901 0.025 -0.088 -0.021
H 3.117792 -2.435010 -2.222256 -0.067 -0.059 -0.070
H 0.286951 2.695762 -1.751807 0.085 -0.037 -0.109
H 2.072334 3.936132 -0.564245 0.081 0.020 -0.056
H 1.857701 4.374571 1.855805 0.068 0.045 0.041
H -0.131858 3.595697 3.085798 -0.021 0.012 0.083
H -1.910748 2.343305 1.877022 -0.090 -0.019 0.173
```
Positions in Å, forces in eV/Å.

Löwdin population analysis, charges in e, atoms 1 to 6: -0.11 -0.27 -0.22 -0.18 -0.18 -0.11

***

(2)
The following is a DFT calculation (the ωB97M-V functional and the def2-TZVPD basis) of a molecular structure, C2H5N3O.

Computed properties:
ΔE to the lowest compared entry with this formula, charge and spin   157.0 kcal per mole
Spin multiplicity   1
Total energy   -8666.8359 eV

Structure (XYZ):
```
11
Properties=species:S:1:pos:R:3:forces:R:3
C 0.986982 1.236419 -0.014510 1.242 -3.350 -1.016
C -2.055069 -0.307254 0.149642 1.373 0.780 -3.000
H 0.684063 -1.242002 -0.212293 0.447 -0.809 0.283
H 2.333097 -1.541290 -0.138989 0.524 -0.714 -0.434
H 1.203395 2.221331 -0.151537 1.258 2.621 -0.319
H -2.704464 -0.985891 -0.566075 1.132 1.089 2.090
H -2.661179 0.213162 1.332831 2.621 -1.514 -4.138
N 1.578285 -1.017259 0.228088 -1.592 1.498 -0.463
N 1.846253 0.310694 -0.130984 0.898 1.037 1.078
N -0.889536 -0.001638 -0.610232 -5.662 0.334 5.768
O -0.321823 1.113732 0.114064 -2.240 -0.972 0.150
```
Positions in Å, forces in eV/Å.

Löwdin population analysis, charges in e, atoms 1 to 6: -0.29 -0.01 0.04 0.06 0.09 0.07

***

(3)
The following is a DFT calculation (the ωB97M-V functional and the def2-TZVPD basis) of a gas-phase ion, C6H5N2O3S (charge +1).

Computed properties:
Total charge   +1
ΔE to the lowest compared entry with this formula, charge and spin   129.8 kcal per mole
Spin multiplicity   1
Total energy   -26246.7765 eV

Structure (XYZ):
```
17
Properties=species:S:1:pos:R:3:forces:R:3
C -2.295508 0.369602 0.145313 -2.211 2.792 1.820
C -2.140676 -0.956706 -0.044245 -0.457 -1.920 -2.504
C -1.189040 1.135879 0.494123 -0.187 -1.585 -2.983
C -0.851185 -1.546402 -0.154661 -2.010 1.626 0.850
C 0.009696 0.592768 0.097511 -0.848 -0.107 2.277
C 0.229568 -0.761520 -0.027017 1.590 0.061 -0.666
N 1.063577 1.431160 0.451133 3.267 3.853 -0.144
N 1.446802 2.519297 0.424149 -2.062 -4.543 -0.323
O 1.876327 3.565592 0.435569 0.869 1.496 0.258
O 2.462179 -0.883140 -1.277064 2.050 -0.145 -1.430
O 2.215834 -2.442517 0.768232 -0.124 -3.698 0.590
S 1.966238 -1.149847 0.317417 1.905 4.094 -1.624
H -3.297138 0.941703 0.186564 1.520 -1.512 -0.169
H -3.006984 -1.532431 -0.448914 0.715 0.252 0.994
H -1.174585 2.161171 0.567174 -0.696 2.240 0.794
H -0.791206 -2.560904 -0.230297 0.364 -2.645 -0.375
H 3.476100 -0.883713 -1.704982 -3.685 -0.259 2.636
```
Positions in Å, forces in eV/Å.

Löwdin population analysis, charges in e, atoms 1 to 6: -0.04 -0.01 0.03 0.01 -0.24 -0.28

***

(4)
The following is a DFT calculation (the ωB97M-V functional and the def2-TZVPD basis) of a molecular structure, C2H6BrLiNO5.

Computed properties:
Total charge   -1
ΔE to the lowest compared entry with this formula, charge and spin   4.1 kcal per mole
Spin multiplicity   1
Total energy   -84143.5013 eV

Structure (XYZ):
```
16
Properties=species:S:1:pos:R:3:forces:R:3
Li -8.195820 11.060300 4.849210 1.741 4.863 1.575
Br -6.743340 11.059710 3.735650 5.846 0.084 -4.250
N -8.872750 8.935260 5.554510 -0.358 -1.286 -0.488
O -9.609670 7.982740 5.413810 -1.930 -1.451 -0.425
O -7.892530 8.834280 6.233430 2.747 -0.124 2.224
O -9.085690 9.993600 4.962270 -6.248 -5.348 -0.168
C -9.207910 12.165440 6.526150 0.150 -0.046 -0.229
C -9.512050 12.971970 5.241470 0.074 -0.033 1.212
O -9.357630 12.145110 4.108230 -1.611 1.962 0.004
O -7.901910 11.538780 6.530700 -0.711 2.078 0.845
H -9.963920 11.380250 6.529830 -0.049 -0.019 0.436
H -9.324040 12.857140 7.360520 -0.045 -0.028 0.137
H -8.948610 13.904810 5.220050 0.590 -0.114 -0.323
H -10.540580 13.294120 5.404110 -0.438 -0.094 -0.195
H -9.514350 12.678780 3.325780 0.385 -0.182 -0.163
H -7.639550 11.310070 7.425380 -0.141 -0.260 -0.192
```
Positions in Å, forces in eV/Å.

Löwdin population analysis, charges in e, atoms 1 to 6: 0.15 -0.12 -0.63 -0.01 -0.01 -0.24

***

(5)
The following is a DFT calculation (the ωB97M-V functional and the def2-TZVPD basis) of a molecular structure, C33H68N10O11.

Computed properties:
ΔE to the lowest compared entry with this formula, charge and spin   384.9 kcal per mole
Spin multiplicity   1
Total energy   -72727.6657 eV

Structure (XYZ):
```
122
Properties=species:S:1:pos:R:3:forces:R:3
C -0.807418 -1.555352 -0.771115 -0.672 1.198 3.031
C -1.026418 -1.697352 0.701885 0.388 6.601 -1.376
C -1.174418 -0.466352 1.581885 3.411 0.244 -3.018
C -0.853418 0.937648 0.866885 -1.091 -4.763 -3.835
C -0.745418 1.014648 -0.660115 -1.422 -8.592 5.904
C -0.788418 -0.347352 -1.413115 -0.273 5.098 0.495
N -0.785418 2.191648 1.574885 -1.565 -6.218 6.697
O -0.916418 2.056648 2.859885 0.442 0.849 -3.297
O -0.709418 3.167648 0.995885 0.835 5.415 -2.817
H -0.606418 -2.362352 -1.419115 -0.199 -1.414 -0.194
H -0.899418 -2.619352 1.129885 -0.112 -2.156 1.142
H -0.952418 -0.564352 2.723885 -0.928 0.409 -2.332
H -0.611418 1.898648 -1.073115 0.533 3.881 -2.151
H -0.875418 -0.197352 -2.543115 0.544 -0.718 1.595
C -2.066418 0.038648 -6.522115 2.141 -5.732 2.302
O -1.703418 -0.347352 -5.396115 0.043 0.440 -0.505
N -2.034418 -0.760352 -7.589115 0.326 -0.547 -1.140
C -2.675418 -0.250352 -8.842115 -1.453 -0.290 1.455
C -1.448418 -2.149352 -7.513115 -2.877 -0.403 2.349
H -2.470418 0.923648 -6.636115 -2.006 4.936 -0.954
H -3.861418 -0.252352 -8.640115 2.667 0.082 -1.027
H -2.365418 -0.899352 -9.662115 -0.445 -0.018 0.067
H -2.293418 0.760648 -9.079115 -0.480 -0.418 0.284
H -2.263418 -2.955352 -7.054115 1.743 2.162 -0.820
H -0.595418 -2.169352 -6.765115 -0.666 -0.040 -1.537
H -1.405418 -2.483352 -8.535115 1.116 -0.141 -0.211
C -2.607418 4.390648 -6.044115 1.209 6.145 2.184
O -2.660418 3.495648 -6.748115 -1.528 -5.737 -5.207
N -1.957418 4.307648 -4.885115 1.243 -0.040 2.784
C -1.701418 5.495648 -4.144115 2.863 -2.119 5.855
C -1.332418 3.024648 -4.359115 -6.606 0.335 3.710
H -2.881418 5.513648 -6.374115 0.091 -1.947 0.956
H -1.912418 5.357648 -2.936115 0.036 0.141 -2.980
H -2.120418 6.359648 -4.395115 -2.976 3.037 -1.694
H -0.664418 5.920648 -4.048115 -0.007 -1.356 -0.643
H -0.425418 2.890648 -4.689115 4.670 -1.058 -2.485
H -2.045418 2.103648 -4.377115 1.368 1.655 -0.956
H -1.195418 3.056648 -3.214115 -0.357 0.837 -1.546
C 4.232582 1.596648 -1.096115 2.194 0.110 0.194
O 5.354582 1.221648 -1.419115 -0.019 -0.670 0.114
N 3.734582 1.394648 0.154885 0.828 1.576 -0.648
C 2.468582 2.023648 0.540885 -1.135 -1.549 0.006
C 4.582582 0.752648 1.154885 -7.076 -3.072 1.214
H 3.800582 2.218648 -1.889115 -1.481 0.039 0.730
H 2.453582 2.163648 1.652885 -0.081 -0.283 -1.009
H 1.689582 1.121648 0.271885 1.079 3.044 0.706
H 2.346582 3.080648 0.081885 -0.144 -2.101 0.330
H 5.534582 0.636648 0.930885 4.262 -0.381 -1.650
H 4.033582 -0.519352 1.233885 1.884 3.677 0.315
H 4.478582 1.269648 2.120885 -0.228 -0.423 -0.300
C -1.214418 -4.963352 -2.817115 -4.653 -3.602 11.982
O -0.841418 -5.793352 -1.965115 0.574 -0.186 -0.159
N -2.284418 -4.279352 -2.549115 -3.254 2.597 1.655
C -2.752418 -3.191352 -3.365115 2.408 3.305 4.621
C -3.040418 -4.296352 -1.238115 -2.193 -2.655 -0.240
H -0.680418 -4.957352 -3.537115 6.052 1.451 -10.306
H -3.153418 -2.376352 -2.622115 0.080 -1.551 -2.053
H -3.256418 -3.528352 -4.124115 -4.370 -1.582 -3.684
H -1.983418 -2.707352 -3.912115 1.527 0.639 -0.081
H -4.192418 -4.590352 -1.274115 1.999 0.985 -1.218
H -3.058418 -3.402352 -0.643115 0.662 0.801 -0.310
H -2.838418 -5.121352 -0.563115 1.337 -0.056 -0.230
C -1.722418 0.482648 5.835885 2.612 1.622 0.014
O -1.368418 1.384648 6.569885 -0.192 1.056 1.279
N -2.702418 -0.344352 6.127885 -1.360 -4.894 -1.728
C -3.147418 -1.345352 5.012885 0.616 0.758 1.157
C -3.605418 -0.331352 7.300885 -0.726 1.869 -2.214
H -1.004418 0.454648 4.950885 -1.736 -1.240 0.016
H -3.955418 -0.823352 4.571885 -1.389 -0.009 -0.439
H -3.433418 -2.362352 5.358885 0.241 0.950 0.217
H -2.469418 -1.473352 4.165885 0.631 0.234 0.651
H -4.434418 -1.047352 7.189885 -0.435 1.046 -1.326
H -3.809418 0.747648 7.430885 -0.835 -0.688 0.159
H -3.412418 -0.711352 8.237885 2.663 -0.647 2.165
C 0.829582 -5.417352 1.728885 -1.321 -0.415 0.456
O 0.241582 -5.457352 2.810885 0.626 -0.051 -0.934
N 1.720582 -4.452352 1.414885 1.140 -0.901 -4.686
C 2.352582 -4.382352 0.023885 2.558 -0.517 3.973
C 2.170582 -3.419352 2.226885 -3.563 3.522 -1.705
H 0.580582 -6.175352 0.897885 0.662 1.065 0.876
H 1.761582 -4.083352 -0.691115 -3.993 2.052 -3.437
H 2.722582 -5.267352 -0.399115 0.437 -2.009 0.272
H 3.234582 -3.715352 -0.059115 -0.544 -0.108 0.931
H 1.708582 -2.330352 2.053885 0.809 -2.268 0.160
H 3.160582 -3.379352 2.196885 4.443 0.630 -0.665
H 2.005582 -3.706352 3.154885 -1.383 -0.857 4.717
C 2.105582 1.082648 4.511885 -3.400 0.023 -4.066
O 1.548582 0.545648 3.447885 2.208 1.853 4.247
N 3.177582 0.547648 5.091885 0.444 0.772 0.687
C 3.788582 1.177648 6.261885 -4.242 -8.265 2.770
C 3.615582 -0.764352 4.696885 -1.948 -2.110 -0.891
H 1.617582 2.116648 4.920885 1.487 -2.436 -0.567
H 3.030582 1.140648 7.098885 0.649 0.500 -0.748
H 4.168582 2.026648 6.186885 2.909 7.678 -1.381
H 4.566582 0.533648 6.668885 0.105 -0.193 -0.395
H 4.355582 -1.211352 5.324885 0.500 0.344 0.775
H 4.024582 -0.770352 3.693885 -0.101 0.085 -0.322
H 2.735582 -1.539352 4.706885 1.354 1.600 -0.142
C -1.241418 7.318648 4.221885 2.585 1.814 -5.964
O -0.841418 7.625648 3.044885 -1.034 -0.100 2.935
N -1.391418 6.079648 4.565885 -2.130 1.906 4.369
C -1.971418 5.991648 5.956885 4.278 -1.337 -0.791
C -1.053418 4.971648 3.857885 -1.352 -2.728 -4.494
H -1.354418 8.088648 4.964885 -0.476 0.311 0.525
H -1.261418 6.590648 6.568885 -0.825 -0.637 0.158
H -2.006418 4.953648 6.264885 0.238 -0.117 0.172
H -2.908418 6.363648 5.971885 -3.085 1.389 0.085
H -1.953418 4.286648 3.854885 1.208 0.219 0.096
H -0.209418 4.494648 4.282885 0.865 -0.875 0.348
H -0.856418 5.136648 2.701885 -0.285 0.198 2.626
C 1.739582 -2.173352 -4.175115 -1.140 -5.592 -2.418
O 1.346582 -3.100352 -5.003115 0.829 3.698 2.414
N 2.712582 -2.464352 -3.307115 1.626 -0.911 0.048
C 3.099582 -1.382352 -2.415115 1.856 -3.890 0.923
C 3.385582 -3.790352 -3.183115 0.978 -0.094 -0.416
H 1.214582 -1.232352 -4.006115 0.130 0.273 -0.401
H 4.092582 -1.450352 -1.956115 -0.155 -0.471 -0.338
H 2.394582 -1.390352 -1.682115 -1.905 0.848 2.437
H 3.124582 -0.609352 -3.015115 -0.081 4.632 -2.285
H 3.767582 -4.300352 -4.085115 -0.338 1.157 -0.397
H 2.724582 -4.566352 -2.847115 -0.676 -0.079 0.734
H 4.312582 -3.755352 -2.542115 -1.297 0.461 -0.305
```
Positions in Å, forces in eV/Å.

Löwdin population analysis, charges in e, atoms 1 to 6: -0.10 -0.01 0.08 -0.08 0.07 -0.05

***

(6)
The following is a DFT calculation (the ωB97M-V functional and the def2-TZVPD basis) of a single C4H9NO molecule.

Computed properties:
SMILES   CC(=O)[C@@H](C)N
ΔE to the lowest compared entry with this formula, charge and spin   18.7 kcal per mole
Spin multiplicity   1
Total energy   -7831.5094 eV

Structure (XYZ):
```
15
Properties=species:S:1:pos:R:3:forces:R:3
C -1.127599 -0.263347 -1.450055 -0.312 -0.182 -0.012
C -1.140064 0.160192 -0.010388 0.282 0.093 -0.080
O -2.146370 0.250281 0.647277 -0.083 -0.005 0.101
C 0.229453 0.450163 0.599527 -0.081 0.017 0.496
C 0.719238 -0.847579 1.251530 -0.135 0.247 -0.097
N 1.177196 0.864284 -0.422963 0.141 0.121 -0.006
H -1.044345 0.627656 -2.069787 0.071 0.055 -0.122
H -0.262021 -0.885517 -1.652866 0.077 -0.021 -0.112
H -2.052139 -0.777597 -1.697843 -0.058 0.013 0.030
H 0.082117 1.201746 1.396285 -0.080 -0.197 -0.218
H 0.897494 -1.599906 0.487555 0.043 -0.122 -0.073
H -0.024475 -1.217071 1.952233 -0.017 -0.030 0.088
H 1.649022 -0.668714 1.787623 0.093 -0.014 0.043
H 2.109435 0.927639 -0.028800 -0.063 0.039 -0.065
H 0.933056 1.777771 -0.789329 0.121 -0.015 0.026
```
Positions in Å, forces in eV/Å.

Löwdin population analysis, charges in e, atoms 1 to 6: -0.02 -0.44 0.08 -0.40 -0.05 0.03